Record 1
Formula: C4H9NS
Source: the OMol25 dataset
Level of theory: wB97M-V/def2-TZVPD

Results
- 2S+1 = 3
- energy (Ha) = -610.4889
- energy above the lowest of the compared OMol25 structures with the same formula, charge and spin (kJ/mol) = 388.13
- HOMO-LUMO gap (spin up / spin down) (hartree) = 0.252 / 0.252
- largest force on an atom (eV/Å) = 5.48

Atoms and positions in Å:
1 C -0.979 1.066 0.063
2 C -2.769 -0.091 -0.041
3 C -0.194 -1.604 0.461
4 C 2.950 0.195 -0.427
5 N -2.324 1.129 0.208
6 S -1.083 -0.642 -0.567
7 H -0.427 1.863 -0.412
8 H -3.671 -0.541 0.323
9 H 3.759 0.182 0.290
10 H -0.380 -1.504 1.520
11 H -0.051 -2.602 0.091
12 H 2.106 -0.362 -0.036
13 H 2.648 1.220 -0.609
14 H 3.272 -0.253 -1.359
15 H -2.857 1.944 0.494


Record 2
Formula: C36H72NO10Rb2
Source: the OMol25 dataset
Level of theory: wB97M-V/def2-TZVPD

Results
- 2S+1 = 2
- energy (Ha) = -2270.0113
- energy above the lowest of the compared OMol25 structures with the same formula, charge and spin (kJ/mol) = 0.00
- HOMO-LUMO gap (spin up / spin down) (hartree) = 0.092 / 0.215
- largest force on an atom (eV/Å) = 3.72

Atoms and positions in Å:
1 Rb 17.512 15.910 9.578
2 Rb 19.871 19.861 10.064
3 C 22.040 17.888 7.225
4 C 20.886 16.885 7.164
5 C 20.974 15.987 5.882
6 C 22.005 14.892 5.961
7 C 21.662 14.034 7.169
8 C 21.646 14.816 8.459
9 N 20.738 15.937 8.297
10 O 20.518 16.679 9.542
11 C 23.077 15.240 8.803
12 C 21.097 13.794 9.522
13 C 19.556 17.690 7.039
14 H 21.925 18.565 6.378
15 H 23.049 17.496 7.094
16 H 21.981 18.585 8.061
17 H 21.232 16.583 5.006
18 H 20.051 15.430 5.724
19 H 23.041 15.221 6.051
20 H 21.950 14.315 5.038
21 H 22.318 13.179 7.338
22 H 20.637 13.724 6.968
23 H 23.085 16.118 9.449
24 H 23.754 15.468 7.980
25 H 23.590 14.456 9.360
26 H 20.921 14.254 10.495
27 H 21.663 12.883 9.716
28 H 20.144 13.401 9.170
29 H 19.613 18.528 7.733
30 H 18.636 17.183 7.329
31 H 19.387 18.113 6.048
32 C 18.548 23.568 6.700
33 C 18.605 22.292 7.507
34 O 19.245 22.155 8.561
35 C 18.144 21.074 6.718
36 H 18.777 23.500 5.637
37 H 19.245 24.296 7.115
38 H 17.542 23.988 6.685
39 H 17.272 21.282 6.097
40 H 17.956 20.327 7.489
41 H 19.026 20.793 6.144
42 C 22.068 22.522 3.724
43 C 20.939 21.629 3.785
44 O 19.794 22.026 3.938
45 C 21.247 20.097 3.672
46 H 22.160 22.960 4.719
47 H 22.086 23.272 2.933
48 H 22.962 21.953 3.472
49 H 20.669 19.553 2.925
50 H 21.196 19.615 4.648
51 H 22.293 20.015 3.380
52 C 17.577 11.596 10.658
53 C 17.362 12.050 9.239
54 O 16.903 13.182 9.048
55 C 17.666 11.091 8.085
56 H 17.552 10.510 10.749
57 H 16.889 11.990 11.406
58 H 18.589 11.913 10.910
59 H 18.720 10.839 8.202
60 H 17.507 11.567 7.117
61 H 17.045 10.196 8.079
62 C 22.086 7.615 8.045
63 C 23.039 8.611 8.642
64 O 24.167 8.332 9.007
65 C 22.539 9.952 8.955
66 H 21.946 7.814 6.983
67 H 21.109 7.531 8.520
68 H 22.475 6.596 8.060
69 H 21.498 10.216 8.766
70 H 23.089 10.607 8.279
71 H 22.742 10.145 10.009
72 C 27.845 12.189 6.042
73 C 27.166 12.231 7.379
74 O 27.645 11.529 8.243
75 C 25.988 13.161 7.679
76 H 28.359 13.141 5.914
77 H 27.146 12.009 5.225
78 H 28.628 11.433 6.100
79 H 26.179 14.175 7.326
80 H 25.872 13.155 8.763
81 H 25.156 12.615 7.235
82 C 23.574 17.277 2.616
83 C 24.662 16.952 3.621
84 O 25.534 16.125 3.562
85 C 24.566 17.872 4.816
86 H 23.906 16.837 1.676
87 H 23.506 18.342 2.396
88 H 22.633 16.812 2.911
89 H 23.640 17.744 5.376
90 H 24.672 18.882 4.421
91 H 25.467 17.740 5.415
92 C 19.947 11.926 1.795
93 C 20.527 13.249 1.295
94 O 20.048 13.827 0.320
95 C 21.502 13.905 2.217
96 H 19.053 11.612 1.256
97 H 19.672 11.985 2.848
98 H 20.648 11.104 1.648
99 H 20.933 14.665 2.753
100 H 22.133 14.544 1.600
101 H 21.945 13.277 2.990
102 C 24.016 13.003 12.081
103 C 24.713 11.689 12.317
104 O 24.395 10.809 13.158
105 C 25.822 11.296 11.319
106 H 24.609 13.827 11.683
107 H 23.633 13.244 13.072
108 H 23.213 13.018 11.344
109 H 25.388 11.207 10.323
110 H 26.255 10.371 11.701
111 H 26.573 12.085 11.373
112 C 24.532 19.322 11.587
113 C 23.771 20.436 11.007
114 O 22.778 20.250 10.353
115 C 24.088 21.800 11.536
116 H 25.591 19.573 11.516
117 H 24.253 18.382 11.111
118 H 24.275 19.291 12.646
119 H 24.284 22.410 10.654
120 H 24.957 21.769 12.193
121 H 23.243 22.186 12.106


Record 3
Formula: C5H36N2O13
Source: the OMol25 dataset
Level of theory: wB97M-V/def2-TZVPD

Results
- 2S+1 = 2
- energy (Ha) = -1299.6735
- energy above the lowest of the compared OMol25 structures with the same formula, charge and spin (kJ/mol) = 303.77
- HOMO-LUMO gap (spin up / spin down) (hartree) = 0.115 / 0.282
- charge = -1
- largest force on an atom (eV/Å) = 3.61

Atoms and positions in Å:
1 N -0.160 -1.042 1.542
2 C -1.253 -1.396 0.636
3 C -1.666 -0.392 -0.420
4 N -1.340 -0.639 -1.750
5 C -0.155 -1.507 -2.002
6 C 1.114 -0.862 -1.636
7 C -1.834 0.208 -2.811
8 O -2.248 0.746 -0.171
9 H 0.772 -0.998 1.193
10 H -0.412 -0.179 2.114
11 H -2.232 -1.742 1.300
12 H -0.950 -2.461 0.202
13 H -0.138 -1.817 -3.046
14 H -0.288 -2.352 -1.312
15 H 1.059 -0.213 -0.714
16 H 2.041 -1.524 -1.598
17 H 1.579 -0.459 -2.554
18 H -1.473 1.220 -3.004
19 H -2.126 -0.206 -3.773
20 H -2.897 0.514 -2.709
21 H -4.969 -0.900 1.710
22 H -4.651 -1.625 0.487
23 O -5.053 -1.778 1.360
24 H -1.802 2.152 -1.018
25 H -1.324 3.145 0.077
26 O -1.322 3.050 -0.864
27 H 1.708 -3.444 1.564
28 H 2.898 -4.307 1.158
29 O 2.243 -3.779 0.794
30 H 2.374 1.586 0.494
31 H 2.553 0.313 1.025
32 O 2.326 1.195 1.391
33 H 3.052 -2.128 0.451
34 H 3.914 -1.534 1.577
35 O 3.459 -1.328 0.754
36 H -2.287 3.037 2.533
37 H -2.435 1.785 1.511
38 O -1.910 2.322 2.060
39 H -0.378 1.816 3.292
40 H 1.039 1.444 2.725
41 O 0.287 1.164 3.223
42 H 1.622 3.399 -1.360
43 H 0.178 2.634 -1.386
44 O 1.209 2.579 -1.514
45 H 0.544 -3.793 2.908
46 H 0.684 -2.325 3.311
47 O 1.203 -3.126 3.116
48 H 3.633 0.332 -1.298
49 H 2.627 1.496 -1.838
50 O 3.540 1.242 -1.634
51 H -3.994 0.232 -0.357
52 H -5.315 0.323 -1.199
53 O -4.606 -0.284 -0.954
54 H 3.931 3.310 -1.969
55 H 3.703 3.128 -0.488
56 O 3.928 3.765 -1.129


Record 4
Formula: C3H7NOS2
Source: the OMol25 dataset
Level of theory: wB97M-V/def2-TZVPD

Results
- 2S+1 = 1
- energy (Ha) = -1044.8673
- SMILES = NC(=O)CCSS
- energy above the lowest of the compared OMol25 structures with the same formula, charge and spin (kJ/mol) = 92.03
- HOMO-LUMO gap (hartree) = 0.351
- largest force on an atom (eV/Å) = 5.81

Atoms and positions in Å:
1 N 0.131 0.152 2.526
2 C -0.661 0.719 1.434
3 O -1.920 0.844 1.472
4 C 0.072 0.922 0.127
5 C -0.266 -0.275 -0.884
6 S 0.607 0.004 -2.413
7 S 0.269 -1.834 -3.253
8 H 1.087 0.384 2.576
9 H -0.421 -0.197 3.223
10 H 1.179 1.201 0.218
11 H -0.340 1.844 -0.347
12 H -0.053 -1.310 -0.502
13 H -1.260 -0.111 -1.007
14 H 1.576 -2.343 -3.171